Entry from OMol25: C8H32HgO8 as an isolated structure in a non-equilibrium geometry (wB97M-V/def2-TZVPD).

The value obtained for the LUMO energy is -12.551 eV. Its molar mass is 456.93 g/mol. As for the charge: +2.

Atoms and positions in Å:
Hg1 0.6054 -9.2967 -19.5776
C1 5.5130 -10.3952 -19.5135
O1 4.3922 -9.7426 -20.1335
H1 5.2917 -11.2087 -18.8225
H2 6.1794 -10.7756 -20.2877
H3 5.9005 -9.5374 -18.9639
H4 4.7889 -9.3984 -20.9371
C2 -1.7740 -6.0641 -22.6613
O2 -1.5192 -7.3961 -22.2733
H5 -1.4476 -5.2711 -21.9886
H6 -1.1742 -5.8021 -23.5329
H7 -2.7901 -5.7367 -22.8816
H8 -1.9634 -7.8545 -22.9903
C3 -3.3117 -12.7740 -20.4868
O3 -2.8736 -11.4200 -20.3514
H9 -3.7013 -12.9139 -21.4951
H10 -2.4885 -13.4593 -20.2847
H11 -4.1884 -13.1181 -19.9381
H12 -3.6111 -10.9078 -20.6909
C4 2.2322 -11.6157 -23.6937
O4 1.2502 -11.5412 -22.6911
H13 2.5773 -10.6290 -24.0028
H14 3.1867 -11.9451 -23.2833
H15 1.9849 -12.1917 -24.5854
H16 0.8061 -12.3922 -22.7043
C5 2.8433 -9.3334 -14.9767
O5 2.4145 -8.8626 -16.2738
H17 3.8714 -9.6950 -14.9598
H18 2.8866 -8.5135 -14.2598
H19 2.3800 -10.2206 -14.5453
H20 2.9943 -8.1541 -16.5628
C6 -3.0092 -9.0842 -16.5606
O6 -2.2416 -8.1031 -17.3578
H21 -3.9302 -9.3126 -17.0969
H22 -2.3604 -9.9190 -16.2954
H23 -3.4479 -8.6944 -15.6422
H24 -2.6246 -7.2438 -17.1666
C7 2.7004 -4.8900 -20.5140
O7 1.9114 -5.7829 -19.7555
H25 3.7585 -5.1412 -20.5879
H26 2.2631 -4.8674 -21.5121
H27 2.6250 -3.8826 -20.1047
H28 1.7992 -5.2476 -18.9664
C8 1.6514 -13.8901 -18.3361
O8 1.0390 -12.6602 -18.1017
H29 1.9513 -14.0015 -19.3781
H30 2.4812 -13.6991 -17.6556
H31 1.2032 -14.8327 -18.0219
H32 0.4747 -12.8945 -17.3613

Cartesian forces (eV/Å) of the 3 atoms listed first:
Hg 0.137 -0.146 0.016
C 0.177 0.789 0.038
O -0.689 -0.679 -0.147


Entry from OMol25: one molecule with the formula C3H3NO3 (wB97M-V/def2-TZVPD).

The value obtained for the LUMO energy is -0.743 eV. Its molar mass is 101.06 g/mol.

Atoms and positions in Å:
N1 0.1728 0.9142 -0.3154
C1 -0.3187 -0.2006 0.1219
O1 0.6012 -0.9834 0.5334
C2 1.7877 0.1860 0.0323
O2 2.4784 0.6699 0.8598
C3 -1.7826 -0.5872 0.1313
O3 -2.1621 -1.6655 0.4983
H1 -0.3508 1.6978 -0.6893
H2 2.0431 -0.2352 -0.9448
H3 -2.4691 0.2041 -0.2277

Cartesian forces (eV/Å) of the 3 atoms listed first:
N -0.157 -0.031 0.084
C 0.183 0.038 -0.034
O -0.143 0.075 0.001


Entry from OMol25: C11H24CuNO6 as an isolated structure in a non-equilibrium geometry (wB97M-V/def2-TZVPD).

The spin multiplicity is 2. The value obtained for the LUMO energy (spin up / spin down) is 2.626 / 2.626 eV. Its molar mass is 329.86 g/mol. Its expectation value of S² is 0.755. As for the charge: -1.

Atoms and positions in Å:
Cu1 -0.0643 -0.3767 0.4533
C1 -0.6971 -1.0778 4.8875
C2 -1.3897 -0.4692 3.6801
O1 -2.4964 0.0760 3.8307
O2 -0.8840 -0.7068 2.5338
H1 -1.3035 -1.8680 5.3300
H2 -0.6028 -0.3152 5.6677
H3 0.3161 -1.4301 4.6952
C3 1.4267 -4.3175 0.3820
C4 0.8258 -2.9513 0.4365
O3 1.5264 -1.9528 0.7162
O4 -0.3811 -2.7505 0.1199
H4 2.5131 -4.2313 0.4080
H5 1.1099 -4.9681 -0.4325
H6 1.1464 -4.9133 1.2561
C5 -1.8899 1.5604 -2.4289
C6 -2.2820 0.4117 -1.5058
C7 -2.2766 -0.9845 -2.1711
O5 -1.9397 0.5034 -0.1500
H7 -0.9161 1.4937 -2.9303
H8 -2.0095 2.4917 -1.8743
H9 -2.5680 1.5765 -3.2892
H10 -3.3436 0.6351 -1.3013
H11 -1.5787 -1.6470 -1.6543
H12 -2.1161 -0.9599 -3.2513
H13 -3.2668 -1.4251 -2.0417
C8 1.6408 3.6807 0.1999
C9 0.9693 2.3405 -0.1476
C10 1.6376 1.5217 -1.3012
O6 0.9925 0.2738 -1.3058
C11 1.4390 -0.5432 -2.3680
N1 0.8412 1.5057 1.0875
H14 1.1116 4.1055 1.0502
H15 1.4084 4.3255 -0.6537
H16 2.7214 3.5602 0.2911
H17 -0.0382 2.7259 -0.3155
H18 2.7163 1.5105 -1.1146
H19 1.4647 2.1088 -2.2084
H20 1.3459 -0.0412 -3.3349
H21 0.8163 -1.4380 -2.3759
H22 2.4686 -0.8597 -2.1749
H23 1.5413 1.8335 1.7550
H24 0.0650 1.9865 1.5501

Cartesian forces (eV/Å) of the 3 atoms listed first:
Cu -2.086 -0.977 1.025
C 0.530 0.543 0.780
C -1.252 -0.608 -1.865


Entry from OMol25: a 2-piece molecular cluster, C5H14 overall in a non-equilibrium geometry (wB97M-V/def2-TZVPD).

The value obtained for the LUMO energy is 1.163 eV. Its molar mass is 74.17 g/mol.

Atoms and positions in Å:
C1 1.3358 -0.6119 0.4680
C2 1.7989 0.6417 1.2099
C3 0.9643 1.8454 0.8574
H1 1.0675 -0.3211 -0.5512
H2 0.4086 -1.0111 0.8860
H3 2.0302 -1.4431 0.3598
H4 1.7103 0.4670 2.2785
H5 2.8576 0.7865 0.9970
H6 -0.0306 1.8283 1.2997
H7 1.3587 2.7372 1.3616
H8 0.9020 2.1755 -0.1796
C4 -1.9725 -1.6207 -0.9339
C5 -1.9021 -0.1687 -1.4415
H9 -1.2767 -2.2123 -1.5217
H10 -1.8211 -1.6735 0.1417
H11 -2.9690 -2.0275 -1.1531
H12 -1.8505 0.5362 -0.6124
H13 -2.7611 0.0652 -2.0791
H14 -1.0066 0.0003 -2.0416

Cartesian forces (eV/Å) of the 3 atoms listed first:
C -0.745 0.075 -0.597
C 0.101 -0.917 -0.322
C 0.031 1.668 0.843


Entry from OMol25: one molecule with the formula C15H16N2O3S2 in a non-equilibrium geometry (wB97M-V/def2-TZVPD).

The value obtained for the LUMO energy is 0.501 eV. Its molar mass is 336.44 g/mol.

Atoms and positions in Å:
C1 -7.0132 -0.8056 -0.0987
O1 -6.1272 0.1457 -0.6378
C2 -4.8215 0.1076 -0.2673
C3 -3.9969 1.0851 -0.8362
C4 -2.6598 1.1357 -0.5304
C5 -2.0924 0.2103 0.3556
C6 -0.6847 0.2778 0.6641
N1 0.0986 1.1620 0.1634
N2 1.3525 1.0139 0.6459
S1 2.5959 1.8188 -0.1228
C7 2.5653 1.1963 -1.8225
O2 3.7971 1.4014 0.5352
O3 2.2769 3.2088 -0.1483
C8 1.5060 -0.2566 1.3861
C9 2.2758 -1.2401 0.5721
C10 3.5941 -1.5608 0.6716
C11 4.0142 -2.4863 -0.3101
C12 3.0114 -2.8544 -1.1456
S2 1.5264 -2.0795 -0.7539
C13 0.0401 -0.6602 1.6158
C14 -2.9195 -0.7583 0.9207
C15 -4.2672 -0.8132 0.6166
H1 -7.9861 -0.5812 -0.5331
H2 -6.7228 -1.8254 -0.3711
H3 -7.0768 -0.7236 0.9910
H4 -4.4431 1.7935 -1.5161
H5 -2.0211 1.8904 -0.9600
H6 3.0342 0.2222 -1.8438
H7 1.5275 1.1531 -2.1271
H8 3.1134 1.9032 -2.4308
H9 2.0561 -0.0450 2.3061
H10 4.2442 -1.1334 1.4115
H11 5.0195 -2.8595 -0.3852
H12 3.0416 -3.5386 -1.9700
H13 -0.2780 -0.4735 2.6426
H14 -0.1367 -1.7083 1.3748
H15 -2.5138 -1.4817 1.6115
H16 -4.8749 -1.5772 1.0755

Cartesian forces (eV/Å) of the 3 atoms listed first:
C -0.151 -0.174 0.101
O 0.288 0.218 -0.099
C 0.192 -0.006 0.050


Calculated energy above the lowest of the compared OMol25 structures with the same formula, charge and spin in order - 880.7, 267.7, 63.2, 31.6, 264.2 kJ/mol